ORCA calculation (ωB97M-V/def2-TZVPD) on a molecular structure, C6H8BCl2CrF6NO18S2 in a non-equilibrium geometry.

Element x y z (Å)
Cr -0.90 -1.13 0.44
Cl 2.66 -2.23 1.30
O 2.16 -3.54 1.08
O 3.64 -1.89 0.34
O 1.51 -1.39 1.23
O 3.10 -2.30 2.69
Cl -2.73 0.11 -2.64
O -2.79 -1.24 -3.14
O -4.09 0.55 -2.47
O -2.20 0.06 -1.27
O -1.95 0.96 -3.47
N -0.58 -2.50 -0.86
S -1.30 -4.06 -1.22
O -0.78 -5.18 -0.39
O -1.94 -4.21 -2.51
F -2.52 -3.72 -0.38
S 0.42 -2.79 -2.11
O 0.18 -2.00 -3.30
O 1.22 -4.01 -2.23
F 1.54 -1.83 -1.44
B -2.04 -2.10 2.28
F -1.16 -3.00 1.73
F -1.28 -1.03 2.39
F -2.75 -1.63 1.18
F -2.74 -2.46 3.39
C 3.44 2.48 -0.77
C 3.70 1.73 -2.04
O 2.44 0.95 -2.19
C 1.71 1.08 -1.15
O 0.64 0.54 -0.88
O 2.19 1.95 -0.27
H 3.34 3.54 -0.98
H 4.19 2.29 0.00
H 4.52 1.11 -1.68
H 3.92 2.50 -2.78
C -0.85 4.19 2.46
C -2.30 3.92 2.45
O -2.43 2.60 2.04
C -1.31 2.12 1.59
O -1.08 1.03 1.14
O -0.32 2.98 1.85
H -0.45 4.12 3.47
H -0.53 5.06 1.88
H -2.90 4.51 1.76
H -2.60 3.86 3.49

As for the spin multiplicity: 5. The net charge is -2. Its highest occupied orbital energy (alpha / beta) is -3.09 / -3.49 eV. The gap between HOMO and LUMO (alpha / beta) is 6.753 / 7.153 eV.

ORCA calculation (ωB97M-V/def2-TZVPD) on a molecular structure, C31H48B11Br6Cl3O3PRbSi3.

Element x y z (Å)
Rb 1.30 0.60 1.06
C -0.05 0.66 4.33
O -0.86 0.43 3.15
Si -2.31 1.17 2.99
C -3.60 0.48 4.17
C -2.18 3.01 3.16
C -3.01 0.49 1.35
Si -2.92 -1.41 1.05
C -1.80 -2.35 2.18
C -2.48 -1.68 -0.75
C -4.70 -1.89 1.42
Si -4.23 1.53 0.32
C -3.63 3.25 -0.07
C -5.66 1.61 1.54
C -4.71 0.72 -1.29
H -0.45 0.07 5.16
H -0.01 1.72 4.58
H 0.96 0.32 4.11
H -3.29 0.80 5.17
H -3.63 -0.61 4.16
H -4.60 0.87 4.00
H -1.94 3.24 4.20
H -3.12 3.51 2.92
H -1.37 3.41 2.55
H -0.75 -2.08 2.05
H -1.88 -3.41 1.92
H -2.05 -2.23 3.23
H -1.80 -0.92 -1.14
H -3.37 -1.70 -1.38
H -1.98 -2.64 -0.82
H -4.99 -1.66 2.45
H -4.74 -2.98 1.31
H -5.43 -1.45 0.75
H -3.09 3.73 0.74
H -4.51 3.85 -0.32
H -2.98 3.23 -0.95
H -5.42 2.25 2.38
H -5.98 0.64 1.91
H -6.50 2.06 1.00
H -3.84 0.64 -1.95
H -5.43 1.38 -1.79
H -5.17 -0.26 -1.19
Cl -0.20 3.03 -0.06
C -0.49 3.66 -1.65
C -0.76 5.01 -1.76
C -1.01 5.55 -3.01
C -0.99 4.73 -4.13
C -0.70 3.38 -4.01
C -0.44 2.81 -2.76
P -0.08 1.02 -2.52
C 1.75 0.98 -2.44
C 2.38 -0.24 -2.71
C 3.75 -0.37 -2.57
C 4.51 0.71 -2.12
C 3.89 1.91 -1.83
C 2.52 2.06 -2.00
C -0.38 0.37 -4.21
C 0.52 0.50 -5.27
C 0.20 0.00 -6.52
C -1.01 -0.64 -6.74
C -1.91 -0.78 -5.69
C -1.59 -0.28 -4.44
H -0.77 5.63 -0.87
H -1.22 6.61 -3.11
H -1.18 5.15 -5.11
H -0.68 2.76 -4.89
H 1.80 -1.09 -3.04
H 4.23 -1.31 -2.78
H 5.58 0.59 -1.97
H 4.47 2.75 -1.44
H 2.06 3.01 -1.77
H 1.47 1.00 -5.11
H 0.91 0.11 -7.34
H -1.25 -1.03 -7.72
H -2.85 -1.29 -5.85
H -2.29 -0.41 -3.61
Br 4.26 -0.67 1.38
B 3.99 -2.61 1.36
B 5.35 -3.73 1.16
C 4.66 -5.09 0.40
B 4.13 -3.57 -0.12
B 3.02 -4.95 -0.01
B 3.56 -5.97 1.34
B 4.99 -5.22 2.06
B 4.53 -3.64 2.72
Br 5.40 -2.88 4.29
B 3.41 -5.04 2.84
Br 2.99 -5.89 4.54
B 2.19 -4.87 1.55
Br 0.36 -5.53 1.75
B 2.55 -3.38 0.64
Br 1.10 -2.36 -0.21
B 2.79 -3.42 2.41
Br 1.66 -2.38 3.62
H 6.47 -3.42 0.94
H 5.29 -5.65 -0.27
H 4.44 -3.15 -1.19
H 2.59 -5.45 -0.99
H 3.48 -7.15 1.26
H 5.88 -5.89 2.45
Cl 4.68 4.50 2.54
C 2.96 4.34 2.85
Cl 2.09 5.83 2.38
C 2.29 3.16 2.10
O 2.82 2.75 1.05
O 1.22 2.77 2.63
H 2.82 4.23 3.92

As for the spin multiplicity: 1. Its highest occupied orbital energy is -8.62 eV. The gap between HOMO and LUMO is 4.605 eV.

ORCA calculation (ωB97M-V/def2-TZVPD) on 4 unconnected molecules or ions with the total composition C17H20B3F10NO11 in a non-equilibrium geometry.

Element x y z (Å)
C -4.20 2.77 -0.65
C -3.93 3.27 -1.85
C -3.40 4.08 -3.16
B -2.83 2.96 -4.24
O -3.68 2.16 -5.10
B -3.13 0.81 -5.26
O -1.68 0.63 -5.51
B -1.06 1.36 -4.42
C -0.09 0.70 -3.27
O 0.82 -0.18 -3.49
N -0.34 1.17 -1.84
C -1.24 0.11 -1.27
O -0.71 -0.79 -0.56
F -2.67 0.18 -1.53
O -1.36 2.79 -4.29
H -4.15 2.53 0.48
H -4.25 4.73 -3.61
H -2.47 4.72 -2.84
H -3.84 -0.13 -5.16
H 0.55 1.09 -1.32
C 0.11 -3.39 0.65
C -0.54 -4.71 1.05
O 0.42 -5.56 1.70
C 0.62 -5.33 3.02
O 0.06 -4.47 3.65
C 1.62 -6.34 3.59
F 2.69 -6.53 2.79
F 1.06 -7.56 3.77
F 2.11 -5.97 4.79
H 0.99 -3.57 0.03
H -0.59 -2.78 0.09
H 0.44 -2.83 1.53
H -0.88 -5.24 0.16
H -1.41 -4.55 1.69
C 4.36 0.81 -3.18
C 3.33 1.86 -3.57
O 3.76 3.16 -3.15
C 4.62 3.80 -3.97
O 5.04 3.34 -5.01
C 4.95 5.19 -3.42
F 5.19 5.18 -2.09
F 3.93 6.06 -3.62
F 6.04 5.74 -4.00
H 4.57 0.85 -2.11
H 4.00 -0.19 -3.44
H 5.31 0.98 -3.70
H 2.39 1.65 -3.06
H 3.13 1.84 -4.65
C -1.68 -2.53 5.99
C -2.70 -1.47 5.59
O -2.26 -0.17 6.02
C -1.39 0.46 5.20
O -0.97 0.00 4.16
C -1.05 1.85 5.74
F -0.81 1.84 7.07
F -2.06 2.73 5.54
F 0.05 2.39 5.17
H -1.48 -2.48 7.06
H -2.05 -3.52 5.74
H -0.73 -2.37 5.48
H -3.65 -1.67 6.10
H -2.89 -1.49 4.52

As for the spin multiplicity: 1. Its highest occupied orbital energy is -10.00 eV. The gap between HOMO and LUMO is 8.353 eV.